w) Molecular formula: C24H30FeN4Se2
Method: DFT, ωB97M-V/def2-TZVPD

```
61
Properties=species:S:1:pos:R:3:nbo_charge:R:1
Fe -0.686 0.274 -0.254 0.73
C -0.508 3.553 -3.098 -0.22
C 0.857 3.778 -3.098 -0.12
C 1.688 2.861 -2.471 -0.21
C 1.125 1.759 -1.856 0.15
N -0.214 1.557 -1.825 -0.46
C -1.000 2.435 -2.443 0.07
C 1.910 0.644 -1.270 0.26
C 3.268 0.415 -1.428 -0.22
C 3.773 -0.821 -1.044 -0.12
C 2.907 -1.830 -0.643 -0.20
C 1.556 -1.531 -0.530 0.19
N 1.132 -0.285 -0.714 -0.46
C 0.435 -2.502 -0.466 0.16
C 0.633 -3.864 -0.315 -0.21
C -0.444 -4.728 -0.470 -0.13
C -1.679 -4.192 -0.790 -0.22
C -1.794 -2.814 -0.907 0.06
N -0.782 -1.973 -0.731 -0.47
H -1.190 4.228 -3.595 0.25
H 1.273 4.647 -3.591 0.25
H 2.760 2.997 -2.473 0.24
H -2.064 2.236 -2.419 0.22
H 3.910 1.156 -1.882 0.24
H 4.830 -1.028 -1.144 0.25
H 3.275 -2.832 -0.478 0.24
H 1.617 -4.254 -0.096 0.24
H -0.312 -5.796 -0.364 0.25
H -2.541 -4.820 -0.963 0.25
H -2.745 -2.377 -1.187 0.21
C -3.075 2.353 1.515 -0.78
Se -3.045 1.082 0.047 0.44
C -3.791 -0.489 0.942 -0.57
C -3.026 -0.981 2.165 -0.57
Se -1.092 -0.583 2.129 0.41
C -0.457 -2.339 2.663 -0.77
H -4.107 2.642 1.692 0.25
H -2.503 3.221 1.195 0.24
H -2.630 1.922 2.409 0.23
H -3.772 -1.239 0.152 0.23
H -4.837 -0.300 1.177 0.26
H -3.121 -2.062 2.252 0.25
H -3.419 -0.538 3.077 0.25
H -0.766 -3.092 1.943 0.23
H -0.867 -2.552 3.646 0.25
H 0.628 -2.296 2.726 0.24
C 0.440 5.116 1.737 -0.59
C 1.000 3.790 2.273 -0.17
C 2.531 3.752 2.132 -0.59
C 0.575 3.560 3.730 -0.59
C 0.452 2.701 1.460 0.51
N 0.018 1.852 0.826 -0.46
H 0.841 5.932 2.337 0.24
H -0.648 5.150 1.809 0.22
H 0.732 5.280 0.699 0.22
H 2.957 4.560 2.727 0.24
H 2.836 3.897 1.095 0.22
H 2.938 2.809 2.497 0.22
H 0.958 4.379 4.338 0.24
H 0.980 2.626 4.118 0.23
H -0.511 3.543 3.831 0.22
```

Calculated values
HOMO-LUMO gap (alpha / beta) (eV): 8.551 / 8.618
Charge: +2



x) Molecular formula: C24H30FeN4Se2
Method: DFT, ωB97M-V/def2-TZVPD

```
61
Properties=species:S:1:pos:R:3:nbo_charge:R:1
Fe 0.176 -0.011 0.584 0.66
C -3.676 1.976 0.495 -0.23
C -3.316 3.279 0.779 -0.12
C -1.974 3.582 0.947 -0.20
C -1.036 2.572 0.849 0.15
N -1.386 1.293 0.622 -0.46
C -2.679 1.019 0.423 0.06
C 0.411 2.809 0.930 0.25
C 1.051 4.011 1.190 -0.21
C 2.436 4.013 1.239 -0.12
C 3.157 2.845 1.040 -0.19
C 2.455 1.679 0.780 0.15
N 1.124 1.705 0.720 -0.44
C 3.015 0.334 0.517 0.23
C 4.368 0.084 0.436 -0.22
C 4.802 -1.183 0.062 -0.12
C 3.861 -2.145 -0.242 -0.21
C 2.519 -1.822 -0.117 0.07
N 2.096 -0.624 0.281 -0.48
H -4.707 1.695 0.335 0.25
H -4.065 4.057 0.852 0.25
H -1.666 4.600 1.137 0.24
H -2.912 -0.016 0.204 0.21
H 0.500 4.925 1.356 0.24
H 2.961 4.937 1.440 0.25
H 4.236 2.856 1.088 0.24
H 5.085 0.867 0.641 0.24
H 5.859 -1.401 -0.008 0.25
H 4.148 -3.136 -0.561 0.25
H 1.753 -2.555 -0.331 0.21
C 1.143 -0.604 4.308 -0.78
Se 0.010 0.343 3.048 0.47
C -1.659 -0.621 3.302 -0.57
C -1.486 -2.101 3.029 -0.58
Se -0.538 -2.377 1.362 0.41
C -1.901 -3.159 0.219 -0.77
H 0.722 -0.483 5.302 0.25
H 2.120 -0.128 4.269 0.25
H 1.243 -1.653 4.048 0.23
H -2.322 -0.147 2.587 0.23
H -2.053 -0.444 4.302 0.26
H -2.429 -2.644 3.032 0.26
H -0.837 -2.567 3.765 0.24
H -2.253 -4.086 0.662 0.25
H -1.417 -3.374 -0.731 0.24
H -2.726 -2.470 0.069 0.22
C -0.916 -2.536 -4.003 -0.59
C -0.905 -1.009 -3.839 -0.16
C 0.164 -0.373 -4.739 -0.59
C -2.290 -0.418 -4.137 -0.59
C -0.563 -0.697 -2.429 0.50
N -0.302 -0.460 -1.339 -0.46
H -1.151 -2.771 -5.040 0.24
H -1.675 -2.999 -3.371 0.22
H 0.058 -2.967 -3.768 0.22
H -0.085 -0.593 -5.777 0.24
H 1.153 -0.781 -4.530 0.22
H 0.194 0.710 -4.615 0.23
H -2.550 -0.649 -5.169 0.24
H -2.292 0.666 -4.017 0.22
H -3.054 -0.850 -3.489 0.22
```

Calculated values
HOMO-LUMO gap (eV): 8.608
Charge: +2



Short version: w) is the least stable of them.



w) Molecular formula: C18H30N2O5P2Ti
Method: DFT, ωB97M-V/def2-TZVPD

```
58
Properties=species:S:1:pos:R:3:nbo_charge:R:1
Ti -0.418 0.440 0.155 1.73
C -0.046 -1.466 3.887 -0.68
C -0.661 -1.267 2.546 0.48
O -0.014 -0.454 1.731 -0.71
C -1.798 -1.896 2.129 -0.38
C -2.246 -1.886 0.784 0.39
C -3.318 -2.830 0.360 -0.67
N -1.664 -1.105 -0.115 -0.44
N -1.998 -1.341 -1.438 -0.34
C -1.116 -0.787 -2.200 0.54
O -0.127 -0.082 -1.630 -0.74
C -1.161 -0.879 -3.661 -0.11
C -0.122 -0.355 -4.428 -0.19
C -0.167 -0.449 -5.808 -0.21
C -1.250 -1.061 -6.424 -0.15
C -2.289 -1.582 -5.662 -0.20
C -2.248 -1.496 -4.283 -0.17
H -0.656 -2.115 4.509 0.25
H 0.093 -0.510 4.395 0.24
H 0.941 -1.917 3.767 0.26
H -2.306 -2.553 2.819 0.26
H -3.774 -3.307 1.222 0.24
H -2.890 -3.594 -0.293 0.27
H -4.072 -2.309 -0.230 0.26
H 0.723 0.115 -3.942 0.21
H 0.642 -0.051 -6.405 0.23
H -1.284 -1.136 -7.503 0.24
H -3.129 -2.060 -6.147 0.24
H -3.049 -1.904 -3.681 0.24
C 2.780 -0.986 -0.428 -0.94
P 2.111 0.655 -0.076 0.98
C 2.968 1.257 1.399 -0.94
C 2.611 1.729 -1.442 -0.94
H 3.864 -0.930 -0.534 0.27
H 2.344 -1.366 -1.351 0.27
H 2.537 -1.667 0.388 0.26
H 4.047 1.242 1.237 0.27
H 2.729 0.618 2.249 0.26
H 2.663 2.279 1.624 0.26
H 3.694 1.687 -1.571 0.27
H 2.321 2.759 -1.236 0.26
H 2.128 1.398 -2.360 0.26
C -1.783 5.515 0.336 -0.25
O -1.276 4.146 0.255 -0.82
P -2.222 2.903 0.496 1.69
O -1.189 1.932 1.428 -0.84
C -1.170 2.156 2.870 -0.26
O -1.703 1.895 -0.747 -0.84
C -2.128 2.270 -2.096 -0.26
H -1.201 6.033 1.091 0.22
H -2.839 5.520 0.603 0.20
H -1.637 5.975 -0.636 0.22
H -0.327 1.598 3.261 0.22
H -2.105 1.805 3.301 0.22
H -1.028 3.218 3.057 0.22
H -2.172 1.371 -2.698 0.23
H -1.408 2.976 -2.500 0.22
H -3.121 2.715 -2.036 0.22
```

Calculated values
HOMO-LUMO gap (eV): 7.067
Charge: +2



x) Molecular formula: C18H30N2O5P2Ti
Method: DFT, ωB97M-V/def2-TZVPD

```
58
Properties=species:S:1:pos:R:3:nbo_charge:R:1
Ti 0.207 -0.434 0.352 1.74
C 3.203 2.451 0.960 -0.68
C 2.590 1.290 0.258 0.48
O 1.329 1.037 0.562 -0.71
C 3.240 0.537 -0.676 -0.38
C 2.594 -0.423 -1.494 0.39
C 3.303 -0.983 -2.678 -0.68
N 1.335 -0.772 -1.261 -0.45
N 0.715 -1.539 -2.233 -0.33
C -0.562 -1.492 -2.050 0.54
O -1.037 -0.780 -1.014 -0.74
C -1.511 -2.193 -2.917 -0.11
C -2.881 -1.988 -2.757 -0.19
C -3.779 -2.648 -3.579 -0.21
C -3.311 -3.515 -4.558 -0.15
C -1.946 -3.721 -4.718 -0.20
C -1.044 -3.063 -3.903 -0.17
H 4.243 2.585 0.676 0.25
H 3.143 2.320 2.042 0.24
H 2.651 3.359 0.708 0.26
H 4.268 0.775 -0.906 0.26
H 4.352 -0.704 -2.668 0.24
H 2.836 -0.603 -3.590 0.27
H 3.197 -2.067 -2.709 0.27
H -3.241 -1.305 -1.999 0.21
H -4.841 -2.485 -3.461 0.23
H -4.013 -4.030 -5.200 0.24
H -1.586 -4.395 -5.484 0.24
H 0.020 -3.215 -4.023 0.24
C -1.612 2.450 -0.596 -0.94
P -1.589 1.319 0.811 0.99
C -1.298 2.329 2.282 -0.95
C -3.260 0.650 0.963 -0.94
H -2.365 3.224 -0.441 0.27
H -1.848 1.894 -1.503 0.27
H -0.636 2.920 -0.710 0.26
H -2.052 3.114 2.352 0.27
H -0.312 2.789 2.220 0.26
H -1.351 1.713 3.180 0.26
H -3.983 1.464 1.029 0.27
H -3.344 0.036 1.860 0.26
H -3.488 0.041 0.089 0.26
C -0.142 -4.081 4.256 -0.25
O -0.263 -3.029 3.247 -0.82
P 0.831 -2.838 2.124 1.69
O 0.998 -1.145 2.157 -0.84
C 1.937 -0.589 3.128 -0.26
O -0.145 -2.537 0.802 -0.85
C -1.301 -3.411 0.580 -0.25
H -0.156 -3.600 5.228 0.22
H 0.784 -4.638 4.118 0.20
H -0.998 -4.738 4.145 0.22
H 1.910 0.488 3.009 0.22
H 2.935 -0.973 2.931 0.22
H 1.604 -0.860 4.127 0.22
H -1.588 -3.307 -0.460 0.23
H -2.103 -3.111 1.246 0.21
H -1.003 -4.439 0.781 0.22
```

Calculated values
HOMO-LUMO gap (eV): 7.001
Charge: +2



Short version: x) is the least stable of them.



w) Molecular formula: C5H14OS
Method: DFT, ωB97M-V/def2-TZVPD

```
21
Properties=species:S:1:pos:R:3:nbo_charge:R:1
C 0.264 -1.950 0.487 -0.61
C -0.730 -0.887 0.993 -0.41
C -0.941 0.223 -0.034 -0.40
C 0.406 0.996 -0.252 -0.52
S 0.853 1.980 1.235 0.13
C -0.765 2.598 1.923 -0.72
H -0.120 -2.389 -0.441 0.20
H 1.155 -1.413 0.213 0.20
H 0.362 -2.783 1.167 0.21
H -0.467 -0.572 2.012 0.21
H -1.717 -1.357 1.130 0.20
H -1.677 0.956 0.293 0.20
H -1.188 -0.203 -1.007 0.21
H 1.136 0.239 -0.521 0.22
H 0.445 1.748 -1.037 0.22
H -1.355 2.896 1.060 0.21
H -0.491 3.410 2.586 0.23
H -1.277 1.803 2.473 0.21
H 1.571 -1.403 -4.642 0.47
H 2.492 -2.369 -3.805 0.48
O 2.045 -1.524 -3.834 -0.95
```

Calculated values
HOMO-LUMO gap (eV): 9.028
Charge: 0



x) Molecular formula: C5H14OS
Method: DFT, ωB97M-V/def2-TZVPD

```
21
Properties=species:S:1:pos:R:3:nbo_charge:R:1
C -0.748 -1.162 1.634 -0.60
C 0.149 -0.303 0.726 -0.40
C -0.601 0.061 -0.564 -0.41
C 0.087 0.665 -1.807 -0.53
S 1.652 -0.111 -2.204 0.17
C 1.078 -1.822 -2.635 -0.74
H -0.895 -2.107 1.103 0.20
H -1.736 -0.758 1.823 0.20
H -0.149 -1.369 2.520 0.21
H 0.586 0.580 1.187 0.20
H 0.908 -1.050 0.461 0.20
H -1.128 -0.837 -0.893 0.19
H -1.366 0.786 -0.247 0.20
H 0.222 1.741 -1.758 0.23
H -0.562 0.339 -2.620 0.21
H 1.400 -2.404 -1.781 0.22
H 0.056 -1.952 -2.969 0.22
H 1.706 -2.080 -3.490 0.23
H -0.966 3.872 3.682 0.46
H 0.433 3.574 3.976 0.46
O -0.125 4.336 3.855 -0.92
```

Calculated values
HOMO-LUMO gap (eV): 8.946
Charge: 0



Short version: x) is the least stable of them.



w) Molecular formula: C4H5N3O3
Method: DFT, ωB97M-V/def2-TZVPD

```
15
Properties=species:S:1:pos:R:3:nbo_charge:R:1
C 2.001 -1.123 0.049 -0.39
C -1.470 -0.413 0.025 0.43
C -1.577 1.052 0.001 0.58
C 0.924 0.950 -0.079 0.75
H 1.482 -1.912 -0.199 0.22
H 2.017 -1.105 0.996 0.19
H 2.805 -0.642 -0.501 0.24
H -2.342 -2.233 -0.214 0.49
H -0.425 2.871 -0.099 0.46
N 0.769 -0.327 -0.090 -0.25
N -0.435 -1.075 0.023 -0.30
N -0.318 1.644 0.018 -0.63
O -2.657 -1.026 0.004 -0.60
O -2.641 1.629 0.032 -0.54
O 1.867 1.710 0.034 -0.63
```

Calculated values
HOMO-LUMO gap (eV): 9.655
Charge: 0



x) Molecular formula: C4H5N3O3
Method: DFT, ωB97M-V/def2-TZVPD

```
15
Properties=species:S:1:pos:R:3:nbo_charge:R:1
O -1.600 -1.293 1.285 -0.48
C -0.994 -1.101 0.225 0.90
O 0.300 -1.325 0.202 -0.71
C -0.149 1.479 1.345 -0.12
C -0.766 1.361 0.008 0.07
C -1.553 2.244 -0.717 -0.08
N -2.542 1.548 -1.328 -0.22
N -2.476 0.302 -1.018 0.00
N -1.252 0.123 -0.420 -0.27
H 1.639 1.856 1.977 0.49
H -0.447 2.410 1.845 0.22
H -1.570 3.327 -0.644 0.22
O 1.241 1.291 1.303 -0.74
H -0.622 0.404 1.912 0.19
H 0.778 -0.588 0.634 0.53
```

Calculated values
HOMO-LUMO gap (eV): 9.324
Charge: 0



Short version: x) is the least stable of them.



w) Molecular formula: C5H12NO
Method: DFT, ωB97M-V/def2-TZVPD

```
19
Properties=species:S:1:pos:R:3:lowdin_spin:R:1
O -1.196 -2.534 -0.526 0.32
C 0.051 -2.224 -0.525 0.39
C 0.429 -1.126 -1.434 0.12
N -0.601 -0.033 -1.136 0.06
H 0.766 -2.585 0.214 0.04
H 1.434 -0.743 -1.295 0.01
H 0.246 -1.401 -2.482 0.03
H -0.664 0.697 -1.849 0.01
H -1.498 -0.538 -1.075 0.00
H -0.415 0.403 -0.221 0.00
C 1.564 2.204 0.822 0.00
C 0.463 1.579 1.623 0.01
C -0.829 1.814 1.454 0.00
H 1.992 1.513 0.091 0.00
H 1.228 3.094 0.293 0.00
H 2.378 2.506 1.481 0.00
H 0.766 0.846 2.365 0.00
H -1.549 1.430 2.163 0.00
H -1.182 2.499 0.690 0.00
```

Calculated values
Spin multiplicity: 2
HOMO-LUMO gap (alpha / beta) (eV): 5.183 / 8.317
⟨S²⟩: 0.753
Charge: 0



x) Molecular formula: C5H12NO
Method: DFT, ωB97M-V/def2-TZVPD

```
19
Properties=species:S:1:pos:R:3:lowdin_spin:R:1
C 0.763 0.545 1.658 0.03
O 1.329 1.073 0.195 0.05
C -0.501 -0.236 1.566 0.03
C -0.483 -1.449 0.599 0.06
C -0.221 -1.083 -0.831 0.25
C -0.797 -0.064 -1.544 0.34
N 0.044 0.758 -2.337 0.06
H 1.660 -0.061 1.828 0.00
H 0.524 1.507 2.089 0.00
H 1.633 1.993 0.404 0.02
H -0.660 -0.661 2.673 0.01
H -1.393 0.470 1.450 0.00
H 0.234 -2.085 1.099 0.00
H -1.517 -1.861 0.551 0.01
H 0.576 -1.729 -1.224 0.04
H -1.893 0.115 -1.700 0.04
H -0.460 1.616 -2.527 0.01
H 0.187 0.268 -3.226 0.01
H 0.973 0.883 -0.724 0.01
```

Calculated values
Spin multiplicity: 2
HOMO-LUMO gap (alpha / beta) (eV): 3.875 / 6.282
⟨S²⟩: 0.754
Charge: 0



Short version: x) is the least stable of them.



w) Molecular formula: CH9NO4
Method: DFT, ωB97M-V/def2-TZVPD

```
15
Properties=species:S:1:pos:R:3:nbo_charge:R:1
C 0.589 -0.342 -1.110 -0.01
N -0.275 0.716 -0.861 -0.52
O 1.703 -0.385 -0.409 -0.39
H 0.085 -1.333 -1.037 0.33
H 0.913 -0.164 -2.179 0.34
H -1.098 0.386 -0.310 0.46
H 1.681 0.714 0.328 0.46
H -0.763 -1.271 2.308 0.48
O -0.499 -1.013 1.421 -1.00
H 0.283 1.486 -0.453 0.43
H 2.713 1.758 0.944 0.47
O 1.769 1.674 0.790 -1.00
H -1.301 -1.088 0.830 0.50
H -3.376 -0.598 -0.064 0.46
O -2.423 -0.540 -0.199 -1.01
```

Calculated values
HOMO-LUMO gap (eV): 4.805
Charge: 0



x) Molecular formula: CH9NO4
Method: DFT, ωB97M-V/def2-TZVPD

```
15
Properties=species:S:1:pos:R:3:nbo_charge:R:1
C 0.274 -0.590 -0.587 0.05
N 1.507 -0.439 -1.334 -0.58
O 0.546 -0.695 0.778 -0.48
H -0.264 -1.488 -0.908 0.24
H -0.341 0.295 -0.786 0.22
H 2.065 0.308 -0.881 0.43
H 1.110 0.133 1.055 0.50
H -2.279 1.205 1.614 0.47
O -1.661 0.973 0.922 -0.86
H 2.001 -1.317 -1.450 0.38
H 2.376 1.849 1.318 0.47
O 2.016 1.191 0.704 -0.91
H -2.048 0.296 0.269 0.48
H -3.312 -0.853 -0.925 0.45
O -2.379 -0.700 -0.739 -0.84
```

Calculated values
HOMO-LUMO gap (eV): 4.031
Charge: 0



Short version: x) is the least stable of them.



w) Molecular formula: C6H14N3
Method: DFT, ωB97M-V/def2-TZVPD

```
23
Properties=species:S:1:pos:R:3:nbo_charge:R:1
C -0.866 1.605 0.131 0.07
C 0.471 1.604 0.024 -0.20
C -0.333 -0.592 -0.301 0.34
C -2.787 -0.038 -0.140 -0.39
C 1.559 -0.226 1.304 -0.42
C 1.967 0.239 -1.070 -0.39
N -1.353 0.340 0.062 -0.45
N -0.522 -1.930 0.235 -0.85
N 0.957 0.221 0.025 -0.25
H -1.635 2.333 0.260 0.25
H 1.285 2.273 -0.095 0.24
H -0.399 -0.548 -1.656 0.16
H -3.542 0.570 0.422 0.24
H -2.971 0.143 -1.122 0.20
H -2.675 -1.128 0.155 0.22
H 1.955 -1.266 1.254 0.23
H 2.318 0.607 1.505 0.25
H 0.701 -0.409 1.890 0.23
H 2.828 0.635 -0.761 0.22
H 2.122 -0.724 -1.333 0.21
H 1.723 0.769 -1.998 0.25
H 0.362 -2.465 0.239 0.40
H -1.165 -2.014 0.969 0.40
```

Calculated values
HOMO-LUMO gap (eV): 9.645
Charge: +1



x) Molecular formula: C6H14N3
Method: DFT, ωB97M-V/def2-TZVPD

```
23
Properties=species:S:1:pos:R:3:nbo_charge:R:1
C -0.411 1.410 1.952 -0.31
C 0.478 -1.029 -1.733 -0.42
C -0.198 0.304 -1.699 -0.27
C 1.373 -1.132 -0.505 -0.24
C -2.339 0.974 -0.583 -0.43
C 1.573 -0.692 1.872 -0.43
N -1.032 0.260 -0.464 -0.17
N 0.810 -0.598 0.663 -0.10
N -0.319 0.084 0.631 0.16
H -0.404 0.858 2.839 0.15
H -1.310 1.969 1.841 0.16
H -0.394 -1.743 -1.527 0.23
H 0.997 -1.231 -2.687 0.26
H 0.459 1.270 -1.672 0.23
H -0.746 0.339 -2.688 0.26
H 1.674 -2.152 -0.328 0.24
H 2.237 -0.563 -0.686 0.22
H -2.812 1.171 0.475 0.26
H -2.113 2.015 -0.799 0.23
H -2.828 0.403 -1.408 0.25
H 2.602 -0.764 1.538 0.23
H 1.352 0.266 2.403 0.26
H 1.351 -1.420 2.564 0.24
```

Calculated values
HOMO-LUMO gap (alpha / beta) (eV): 7.760 / 7.756
Charge: +1



Short version: x) is the least stable of them.